The following is a DFT calculation (ωB97M-V with the def2-TZVPD basis set) of 9 unconnected molecules or ions with the total composition C3H22BF4O8.

The geometry in ORCA input format:
```
! wB97M-V def2-TZVPD RIJCOSX def2/J DEFGRID3
* xyz -1 1
B -0.208 0.243 0.143
F -0.909 1.333 -0.084
F -0.787 -0.703 -0.701
F 1.102 0.408 -0.216
F -0.303 -0.210 1.441
C -0.793 -3.203 -2.989
O -2.175 -2.885 -2.994
H -0.603 -3.905 -2.177
H -0.542 -3.652 -3.951
H -0.122 -2.350 -2.887
H -2.356 -2.930 -2.052
C -0.546 3.377 -2.988
O 0.640 3.853 -2.327
H -0.828 3.957 -3.867
H -0.546 2.354 -3.364
H -1.289 3.352 -2.191
H 0.259 3.886 -1.447
C 0.373 -2.497 4.929
O 0.170 -1.168 4.903
H 0.602 -2.780 3.902
H 1.046 -2.914 5.678
H -0.612 -2.861 5.223
H 0.240 -0.887 3.988
O -2.220 -2.962 -0.131
H -1.948 -2.108 0.205
H -1.554 -3.569 0.190
O 0.411 3.126 2.879
H 0.466 2.226 2.559
H 1.264 3.291 3.280
O 2.794 1.899 -1.821
H 2.070 2.445 -2.129
H 2.372 1.211 -1.306
O 1.857 -2.407 -0.299
H 1.415 -1.922 0.398
H 1.478 -2.063 -1.108
O -0.170 3.938 0.169
H 0.304 4.079 0.988
H -0.352 2.999 0.154
*
```

HOMO level ... -7.3 eV
Energy relative to the best compared isomer or geometry (same formula, charge and spin) ... 0.639 eV
Frontier orbital gap ... 9.93 eV
DFT total energy ... -1154.01268 a.u.

natural (NBO) atomic charge list, values in e, 4 entries:
1. B 1.307
2. F -0.546
3. F -0.582
4. F -0.568

=====

The following is a DFT calculation (ωB97M-V with the def2-TZVPD basis set) of 9 unconnected molecules or ions with the total composition C26H73N3O12.

The geometry in ORCA input format:
```
! wB97M-V def2-TZVPD RIJCOSX def2/J DEFGRID3
* xyz 0 1
C -3.135 -0.567 2.373
O -3.920 -0.122 1.299
H -2.519 0.280 2.789
H -3.721 -0.987 3.146
H -2.601 -1.343 1.872
H -4.252 0.774 1.426
C -4.356 2.997 3.457
O -4.250 2.700 2.082
H -4.476 4.079 3.588
H -5.112 2.356 3.940
H -3.395 2.757 3.954
H -3.386 2.970 1.816
C -1.958 3.849 -0.113
O -1.857 3.637 1.261
H -2.911 3.413 -0.449
H -2.044 4.960 -0.266
H -1.178 3.401 -0.755
H -1.554 4.404 1.859
C 2.184 4.144 1.065
O 2.690 3.179 1.977
H 2.420 5.163 1.403
H 2.627 4.060 0.061
H 1.130 4.112 0.946
H 2.346 2.349 1.671
C -2.120 -2.042 -1.079
O -1.579 -2.451 -2.307
H -3.136 -2.427 -0.836
H -1.448 -2.316 -0.237
H -2.201 -0.993 -1.021
H -1.895 -3.339 -2.543
C 1.906 -2.325 2.481
O 1.079 -2.713 1.410
C 1.506 -3.862 0.765
C 0.391 -4.346 -0.183
N 0.582 -5.614 -0.810
C 0.405 -5.677 -2.263
C 1.758 -5.623 -2.912
O 2.459 -4.414 -2.610
C 3.891 -4.531 -2.617
H 1.607 -1.314 2.840
H 2.915 -2.342 2.214
H 1.778 -3.090 3.249
H 1.727 -4.714 1.401
H 2.383 -3.722 0.139
H 0.312 -3.551 -0.978
H -0.593 -4.297 0.342
H 0.151 -6.381 -0.323
H -0.368 -4.942 -2.645
H 0.051 -6.730 -2.431
H 1.663 -5.737 -4.003
H 2.289 -6.511 -2.749
H 4.241 -5.270 -1.912
H 4.296 -3.544 -2.403
H 4.311 -4.977 -3.603
C 7.594 -2.347 -1.011
O 6.850 -1.497 -1.948
C 6.652 -1.968 -3.245
C 5.655 -1.111 -3.869
N 4.298 -1.377 -3.370
C 3.207 -1.154 -4.253
C 1.991 -0.902 -3.360
O 2.263 0.048 -2.347
C 1.393 -0.170 -1.257
H 8.514 -2.573 -1.465
H 7.131 -3.298 -0.795
H 7.648 -1.746 -0.092
H 6.239 -3.015 -3.219
H 7.557 -1.986 -3.790
H 5.711 -1.492 -4.875
H 5.880 -0.024 -3.842
H 4.162 -0.869 -2.493
H 3.036 -2.074 -4.851
H 3.345 -0.347 -4.949
H 1.493 -1.787 -2.911
H 1.256 -0.429 -4.026
H 1.763 0.458 -0.453
H 1.446 -1.239 -0.879
H 0.303 0.159 -1.524
C -3.909 7.021 1.051
O -3.013 6.413 2.027
C -2.183 7.317 2.679
C -0.843 6.632 2.953
N -1.152 5.319 3.528
C -0.107 4.754 4.359
C -0.635 3.686 5.373
O -1.644 4.365 6.190
C -2.008 3.691 7.349
H -4.388 6.158 0.650
H -3.321 7.634 0.347
H -4.593 7.768 1.523
H -2.678 7.601 3.582
H -2.054 8.194 2.134
H -0.257 7.316 3.735
H -0.182 6.607 2.094
H -1.967 5.539 4.080
H 0.394 5.482 5.088
H 0.636 4.257 3.720
H 0.313 3.499 6.032
H -1.051 2.719 4.988
H -3.110 3.881 7.536
H -1.435 4.184 8.161
H -1.851 2.535 7.344
C -4.897 -2.784 -3.366
C -4.314 -4.188 -3.786
C -3.415 -4.033 -4.994
O -3.439 -4.719 -2.796
H -4.002 -2.113 -3.332
H -5.311 -2.708 -2.354
H -5.613 -2.437 -4.117
H -5.084 -4.870 -3.986
H -3.914 -3.535 -5.811
H -2.940 -4.948 -5.213
H -2.654 -3.307 -4.754
H -3.894 -4.959 -1.969
*
```

SMILES ... COCCNCCOC.COCCNCCOC.COCCNCCOC.CC(C)O.CO.CO.CO.CO.CO
HOMO level ... -8.2 eV
Frontier orbital gap ... 8.81 eV
DFT total energy ... -2101.23757 a.u.

Mulliken atomic charge list, values in e, 4 entries:
1. C -0.155
2. O -0.517
3. H 0.059
4. H 0.282

=====

The following is a DFT calculation (ωB97M-V with the def2-TZVPD basis set) of a molecular structure, C23H25N2O5PS7Tl.

The geometry in ORCA input format:
```
! wB97M-V def2-TZVPD RIJCOSX def2/J DEFGRID3
* xyz -1 1
Tl -0.122 0.246 0.137
O 1.605 2.750 6.001
C 1.223 2.661 4.855
S -0.466 2.448 4.390
C -0.228 2.463 2.645
C 1.060 2.609 2.211
S 1.530 2.424 0.589
S 2.298 2.734 3.453
S -1.521 2.069 1.618
C -1.199 1.330 -4.227
C -1.249 0.860 -2.802
N -0.830 1.565 -1.833
O -0.287 2.787 -2.160
C -1.824 -0.459 -2.472
C -2.692 -1.183 -3.456
N -1.556 -0.993 -1.315
O -2.031 -2.138 -0.985
H -0.363 2.012 -4.353
H -2.116 1.870 -4.479
H -1.095 0.486 -4.907
H 0.096 3.065 -1.307
H -3.354 -0.494 -3.986
H -3.288 -1.910 -2.908
H -2.100 -1.730 -4.199
O 1.520 -0.364 -1.201
C 2.741 -0.992 -1.161
C 3.642 -0.260 -2.177
C 3.715 1.089 -2.343
C 4.637 1.477 -3.358
C 5.247 0.409 -3.945
S 4.693 -1.066 -3.277
C 3.421 -0.953 0.223
C 2.833 -0.972 1.452
C 3.765 -0.925 2.529
C 5.054 -0.876 2.097
S 5.137 -0.869 0.387
C 2.596 -2.464 -1.594
C 1.716 -2.921 -2.524
C 1.807 -4.329 -2.737
C 2.761 -4.912 -1.959
S 3.547 -3.757 -0.968
H 3.125 1.772 -1.745
H 4.826 2.506 -3.641
H 5.987 0.405 -4.735
H 1.762 -1.014 1.611
H 3.479 -0.917 3.575
H 5.960 -0.827 2.684
H 1.012 -2.259 -3.015
H 1.186 -4.875 -3.437
H 3.049 -5.954 -1.910
C 0.082 -3.699 3.343
P -0.638 -2.984 1.856
C 0.275 -3.650 0.479
C -2.287 -3.677 1.732
O -0.634 -1.477 1.941
H 0.042 -4.791 3.324
H -0.472 -3.324 4.205
H 1.119 -3.368 3.422
H 0.376 -4.737 0.537
H 1.264 -3.191 0.456
H -0.274 -3.365 -0.421
H -2.244 -4.770 1.732
H -2.704 -3.315 0.790
H -2.896 -3.326 2.567
*
```

HOMO level ... -4.4 eV
Energy relative to the best compared isomer or geometry (same formula, charge and spin) ... 0.519 eV
Frontier orbital gap ... 6.46 eV
DFT total energy ... -4678.33661 a.u.

Mulliken atomic charge list, values in e, 4 entries:
1. Tl 0.914
2. O -0.625
3. C 0.586
4. S -0.187

=====

The following is a DFT calculation (ωB97M-V with the def2-TZVPD basis set) of a gas-phase ion, C5H8NO (charge -1).

The geometry in ORCA input format:
```
! wB97M-V def2-TZVPD RIJCOSX def2/J DEFGRID3
* xyz -1 1
C -2.630 0.152 -0.175
C 1.698 -1.510 0.403
C -1.344 -0.051 0.270
C 0.826 -0.592 -0.111
C 1.324 0.772 -0.493
N -0.468 -0.824 -0.331
O 0.587 1.882 0.051
H -3.266 0.743 0.495
H -2.927 -0.271 -1.086
H 1.262 -2.529 0.578
H 2.718 -1.362 0.776
H -1.108 0.394 1.233
H -0.354 1.600 0.227
H 1.204 0.821 -1.664
H 2.479 0.774 -0.172
*
```

SMILES ... C=C[N-]C(=C)CO
HOMO level ... -2.2 eV
Energy relative to the best compared isomer or geometry (same formula, charge and spin) ... 0.769 eV
Frontier orbital gap ... 6.45 eV
DFT total energy ... -325.24868 a.u.

natural (NBO) atomic charge list, values in e, 4 entries:
1. C -0.675
2. C -0.592
3. C -0.022
4. C 0.183

=====

The following is a DFT calculation (ωB97M-V with the def2-TZVPD basis set) of 2 unconnected molecules or ions with the total composition CHF3O3S.

The geometry in ORCA input format:
```
! wB97M-V def2-TZVPD RIJCOSX def2/J DEFGRID3
* xyz 0 1
C 2.091 1.930 0.810
O 0.150 -0.153 -1.846
O 1.619 -1.366 -0.241
O 0.895 1.452 0.702
F 2.978 1.364 -0.013
F 2.162 3.280 0.561
F 2.622 1.866 2.060
S 0.551 -0.495 -0.535
H -0.543 -0.978 0.461
*
```

HOMO level (spin up / spin down) ... -12.0 / -12.0 eV
Energy relative to the best compared isomer or geometry (same formula, charge and spin) ... 2.846 eV
Frontier orbital gap (spin up / spin down) ... 8.73 / 8.73 eV
DFT total energy ... -962.10229 a.u.

natural (NBO) atomic charge list, values in e, 4 entries:
1. C 1.134
2. O -0.769
3. O -0.788
4. O -0.705